Entry 1:
Below is a structure of composition C17H40N5O8PtTi at a distorted geometry, with properties calculated with wB97M-V/def2-TZVPD.

Last column: Löwdin spin population.
Geometry (Å):
Pt (-2.8620, 2.4402, -0.7222)  2.37
Ti (-2.3951, 0.0363, 2.9865)  2.02
C (1.7482, -1.8929, 0.0736)  0.00
C (2.8410, -0.9114, -0.5056)  0.00
N (2.2944, 0.4807, -0.8957)  0.00
C (3.5675, 1.3981, -1.1932)  0.00
C (1.3211, 0.3793, -2.0923)  0.00
C (1.9675, -0.0919, -3.4763)  0.00
C (1.6018, 1.1461, 0.3192)  0.00
C (1.3090, 2.6687, 0.1183)  0.00
O (2.3867, 3.3248, 0.8090)  0.00
C (2.3010, 4.7066, 0.6449)  0.00
H (1.6064, -1.8210, 1.1519)  0.00
H (2.1670, -2.8986, 0.0365)  0.00
H (0.8217, -1.8020, -0.4933)  0.00
H (3.3175, -1.3232, -1.3953)  0.00
H (3.6246, -0.6008, 0.1854)  0.00
H (4.2926, 0.7952, -1.7399)  0.00
H (3.9279, 1.8834, -0.2862)  0.00
H (3.3570, 2.2640, -1.8208)  0.00
H (0.7449, 1.3012, -2.1711)  0.00
H (0.5383, -0.2901, -1.7357)  0.00
H (2.4347, -1.0612, -3.3019)  0.00
H (2.6377, 0.5863, -4.0044)  0.00
H (1.1161, -0.3238, -4.1162)  0.00
H (2.3399, 1.1425, 1.1212)  0.00
H (0.6388, 0.6759, 0.5182)  0.00
H (0.3153, 2.9134, 0.4935)  0.01
H (1.2473, 3.0052, -0.9166)  0.00
H (2.4193, 4.8599, -0.4277)  0.00
H (3.1560, 5.1635, 1.1432)  0.00
H (1.4063, 5.2071, 1.0153)  0.00
C (-1.8935, 0.1857, 0.3380)  0.04
O (-1.5440, -0.8741, 0.8900)  0.02
O (-2.0963, 1.2610, 0.9633)  0.19
O (-2.2834, 0.3207, -0.8031)  0.23
O (-1.0229, 0.6739, -5.5644)  0.00
C (-1.7045, 0.2050, -4.6767)  0.00
N (-1.7838, 0.8898, -3.5185)  0.01
C (-2.3269, -1.1852, -4.5844)  0.00
H (-1.4950, 1.8558, -3.4588)  0.02
H (-2.0742, 0.4264, -2.6694)  0.01
H (-3.1737, -1.1096, -3.9023)  0.00
H (-1.7196, -1.8339, -3.9531)  0.00
H (-2.6822, -1.5164, -5.5602)  0.00
O (-1.2663, 5.7107, 2.5222)  0.00
C (-1.9683, 4.9890, 3.1696)  0.00
N (-2.3754, 3.8196, 2.6902)  0.01
C (-2.6335, 5.3113, 4.5239)  0.00
H (-3.2531, 3.4205, 2.9912)  0.00
H (-2.1317, 3.3289, 1.8417)  0.03
H (-1.9279, 5.8190, 5.1815)  0.00
H (-3.0179, 4.5378, 5.1888)  0.00
H (-3.4795, 5.9342, 4.2333)  0.00
O (0.4399, -4.5184, 2.2011)  0.00
C (0.0327, -3.8624, 3.1950)  0.00
N (-0.5402, -2.6344, 3.1537)  0.01
C (0.1228, -4.2397, 4.6414)  0.00
H (-1.1503, -2.2735, 3.8733)  0.00
H (-0.4624, -2.2310, 2.2311)  0.00
H (1.0582, -4.7416, 4.8887)  0.00
H (-0.7061, -4.7513, 5.1306)  0.00
H (0.1746, -3.2825, 5.1604)  0.00
O (-1.7499, -3.6853, -2.1755)  0.00
C (-1.2922, -4.3656, -1.3386)  0.00
N (-1.3320, -3.7844, -0.1128)  0.00
C (-0.6565, -5.7183, -1.6198)  0.00
H (-1.6487, -2.8279, -0.0427)  0.00
H (-1.0090, -4.2946, 0.6968)  0.00
H (-0.1496, -5.8093, -2.5805)  0.00
H (-1.4776, -6.4350, -1.6328)  0.00
H (0.0092, -6.0761, -0.8344)  0.00

Calculated values
HOMO energy (alpha / beta)	-13.5 / -13.5	eV
electronic energy	-68447.49222	eV
⟨S²⟩	8.7589
net charge	+2
E_LUMO (alpha / beta)	-9.38 / -9.53	eV
spin multiplicity	6

***

Entry 2:
Below is a cluster of 5 separate species, C17H40NO11PSi in total, with properties calculated with wB97M-V/def2-TZVPD.

Last column: Löwdin charge in e.
Geometry (Å):
C (3.4835, -5.7955, -2.0086)  -0.24
Si (3.2801, -4.2938, -0.9227)  0.47
N (1.6483, -4.1268, -0.3973)  -0.10
P (3.7422, -2.4108, -2.1395)  0.37
O (4.0318, -1.2419, -1.2964)  -0.32
O (4.8884, -2.7740, -3.2249)  -0.17
O (2.4791, -2.0898, -3.0934)  -0.20
H (3.1753, -5.6212, -3.0397)  0.03
H (4.5209, -6.1307, -2.0262)  0.03
H (2.8908, -6.6326, -1.6382)  0.03
H (4.2711, -4.2673, 0.1770)  -0.02
H (1.4896, -3.6743, 0.4930)  0.03
H (1.0794, -4.9610, -0.4400)  0.03
H (5.1688, -3.6971, -3.2605)  0.06
H (2.4094, -2.6092, -3.9059)  0.08
O (-1.2458, 0.4605, 2.6169)  0.08
C (-0.5088, 0.4425, 1.6646)  -0.53
O (0.6613, -0.2175, 1.7757)  0.00
C (1.5675, -0.3341, 0.6608)  -0.23
C (2.4365, 0.8928, 0.5017)  -0.06
C (-0.8171, 1.1706, 0.3852)  0.01
H (1.0163, -0.5698, -0.2504)  0.11
H (2.1736, -1.2051, 0.9048)  0.11
H (1.8391, 1.7738, 0.2636)  0.06
H (3.1487, 0.7133, -0.3015)  0.04
H (2.9935, 1.0754, 1.4212)  0.09
H (-0.4426, 2.1917, 0.4690)  0.08
H (-1.8964, 1.2186, 0.2660)  0.10
H (-0.3677, 0.7466, -0.5058)  0.06
O (0.6113, 2.5521, -2.0599)  0.09
C (1.1534, 2.0202, -2.9920)  -0.51
O (0.4259, 1.8178, -4.1132)  0.00
C (0.9905, 1.2558, -5.3061)  -0.23
C (1.0506, -0.2557, -5.2476)  -0.06
C (2.5762, 1.5275, -2.9179)  0.02
H (1.9690, 1.6920, -5.5070)  0.11
H (0.3172, 1.5877, -6.0945)  0.12
H (1.7167, -0.5967, -4.4550)  0.04
H (1.4160, -0.6463, -6.1990)  0.08
H (0.0557, -0.6628, -5.0660)  0.09
H (2.5682, 0.5125, -2.5130)  0.06
H (3.1080, 2.1580, -2.2112)  0.10
H (3.1017, 1.5036, -3.8674)  0.08
O (-7.3607, -4.1636, 2.8321)  0.10
C (-6.4643, -3.5475, 2.3261)  -0.53
O (-5.2166, -3.7066, 2.8173)  0.00
C (-4.0608, -3.1120, 2.2059)  -0.23
C (-3.8536, -1.6710, 2.6112)  -0.06
C (-6.7062, -2.5692, 1.2001)  0.01
H (-4.1098, -3.2261, 1.1214)  0.11
H (-3.2381, -3.7320, 2.5594)  0.12
H (-4.6682, -1.0341, 2.2668)  0.07
H (-2.9230, -1.2888, 2.1916)  0.06
H (-3.7818, -1.5849, 3.6950)  0.09
H (-6.9447, -1.6036, 1.6492)  0.09
H (-7.5800, -2.9098, 0.6523)  0.09
H (-5.8665, -2.4275, 0.5270)  0.07
O (2.1639, 5.9370, 3.2219)  0.11
C (1.0263, 5.5760, 3.1083)  -0.52
O (0.0445, 6.4951, 3.2642)  -0.01
C (-1.3396, 6.1959, 3.0358)  -0.24
C (-1.9948, 5.5409, 4.2328)  -0.06
C (0.6594, 4.1336, 2.8591)  0.02
H (-1.4567, 5.5964, 2.1322)  0.11
H (-1.7846, 7.1698, 2.8385)  0.12
H (-1.5657, 4.5616, 4.4421)  0.07
H (-3.0605, 5.4066, 4.0412)  0.08
H (-1.8788, 6.1694, 5.1154)  0.08
H (0.5874, 3.6308, 3.8245)  0.10
H (1.4732, 3.6776, 2.3008)  0.09
H (-0.2770, 3.9866, 2.3292)  0.06

Calculated values
HOMO energy	-9.9	eV
electronic energy	-59460.43441	eV
E_LUMO	-0.22	eV
structure (SMILES)	C[Si@H](N)P(=O)(O)O.CCOC(C)=O.CCOC(C)=O.CCOC(C)=O.CCOC(C)=O

***

Entry 3:
Below is a cluster of 4 separate species, C17H41B3N3O8P in total at a distorted geometry, with properties calculated with wB97M-V/def2-TZVPD.

Last column: Löwdin charge in e.
Geometry (Å):
C (0.5509, -2.6219, 4.2724)  -0.16
C (0.5071, -3.9537, 3.5211)  -0.43
P (1.2625, -3.8553, 1.8357)  1.06
C (0.2727, -4.8747, 0.6554)  -0.41
C (-0.3834, -4.1126, -0.5006)  -0.13
B (1.3348, -2.0640, 1.2077)  -0.70
O (2.1601, -1.8050, 0.1304)  0.26
B (1.6009, -0.9195, -0.7873)  -0.74
O (1.5713, -1.2296, -2.1171)  0.22
O (1.0408, 0.2420, -0.2803)  0.31
B (0.1770, -0.0846, 0.7751)  -0.54
C (-1.2701, 0.5037, 0.7852)  -0.04
C (-2.1605, -0.0213, 1.9127)  -0.16
C (-2.5085, -1.4965, 1.7790)  -0.23
O (-3.3820, -1.7163, 0.6867)  -0.19
C (-4.6223, -2.2860, 1.0375)  -0.11
O (0.6225, -0.9807, 1.7322)  0.22
H (1.5555, -2.2023, 4.2825)  0.07
H (0.2399, -2.7779, 5.3058)  0.07
H (-0.1415, -1.9054, 3.8407)  0.05
H (1.1206, -4.6616, 4.0744)  0.06
H (-0.5184, -4.3216, 3.4847)  0.07
H (0.8911, -5.6755, 0.2612)  0.06
H (-0.5130, -5.3407, 1.2521)  0.07
H (0.2938, -3.4009, -0.9683)  0.06
H (-1.3102, -3.6295, -0.1946)  0.07
H (-0.6585, -4.8225, -1.2829)  0.08
H (0.6793, -1.1298, -2.4517)  0.11
H (-1.6897, 0.2546, -0.1938)  0.13
H (-1.2134, 1.5919, 0.8168)  0.10
H (-3.1023, 0.5305, 1.8856)  0.12
H (-1.6799, 0.1316, 2.8798)  0.12
H (-1.6008, -2.0882, 1.6327)  0.10
H (-2.9524, -1.8405, 2.7181)  0.12
H (-4.5032, -3.0979, 1.7580)  0.08
H (-5.0795, -2.6785, 0.1340)  0.09
H (-5.2833, -1.5272, 1.4666)  0.09
C (1.0161, -1.1690, -5.5131)  -0.01
C (1.0345, -2.6201, -5.9331)  -0.55
O (0.2331, -3.4274, -5.4953)  0.03
N (1.9881, -2.9994, -6.8258)  0.00
C (3.0148, -2.1842, -7.4438)  -0.08
H (0.2034, -1.0350, -4.8066)  0.07
H (1.9534, -0.8930, -5.0296)  0.08
H (0.8416, -0.5153, -6.3684)  0.09
H (1.9479, -3.9775, -7.0638)  0.14
H (2.9070, -2.1936, -8.5299)  0.08
H (4.0062, -2.5660, -7.1942)  0.08
H (2.9440, -1.1584, -7.0989)  0.07
C (-1.3634, 5.5412, 0.5624)  -0.01
C (-2.4971, 4.5508, 0.4613)  -0.54
O (-2.3530, 3.4489, -0.0448)  0.03
N (-3.7071, 4.9282, 0.9557)  0.01
C (-4.0661, 6.1831, 1.5857)  -0.08
H (-0.4734, 5.0923, 0.1342)  0.08
H (-1.5986, 6.4544, 0.0140)  0.09
H (-1.1536, 5.7927, 1.6021)  0.09
H (-4.4202, 4.2235, 0.8548)  0.14
H (-4.4228, 6.0109, 2.6027)  0.08
H (-4.8596, 6.6787, 1.0235)  0.08
H (-3.2079, 6.8445, 1.6286)  0.07
C (3.6926, 4.2103, 0.3975)  -0.01
C (2.7781, 4.1538, 1.5982)  -0.55
O (1.9997, 5.0559, 1.8651)  0.02
N (2.8481, 3.0482, 2.3833)  0.01
C (3.7026, 1.8837, 2.2388)  -0.06
H (3.5151, 5.1473, -0.1205)  0.08
H (4.7387, 4.1669, 0.7028)  0.08
H (3.4866, 3.3837, -0.2834)  0.08
H (2.2066, 3.0700, 3.1601)  0.14
H (3.0885, 0.9876, 2.1313)  0.08
H (4.3224, 1.7727, 3.1303)  0.08
H (4.3461, 1.9766, 1.3712)  0.08

Calculated values
HOMO energy	-7.7	eV
electronic energy	-50471.07774	eV
E_LUMO	0.59	eV
structure (SMILES)	CCP(CC)B1OB(O)OB(CCCOC)O1.CNC(C)=O.CNC(C)=O.CNC(C)=O

***

> electronic energy of number 1 (C17H40N5O8PtTi)?

-68447.49222 eV